(1)
A single C4H8N4 molecule at a distorted geometry, computed with wB97M-V/def2-TZVPD.

Each line ends with the Mulliken charge.
Cartesian coordinates (Å):
C -1.57 0.77 -0.06  -0.8798
N -2.21 -0.54 -0.17  -0.2255
N -1.16 -1.45 -0.27  -0.6695
C -0.05 -0.98 0.12  0.1126
N 1.25 -1.38 0.23  -0.3305
N 2.13 -0.23 0.01  -0.3400
C 1.25 0.91 -0.27  -0.3435
C -0.06 0.42 0.42  0.3460
H -2.03 1.41 0.66  0.3545
H -1.60 1.20 -0.98  0.3646
H -2.68 -0.62 0.70  0.3129
H 1.38 -2.37 -0.31  0.3374
H 2.85 -0.59 -0.75  0.2974
H 1.62 1.77 0.45  0.2217
H 1.09 1.25 -1.40  0.2507
H -0.21 0.43 1.63  0.1909

The value obtained for the energy above the lowest of the compared OMol25 structures with the same formula, charge and spin is 4.772 eV. Its total charge is 0. The LUMO energy comes out at 0.88 eV. The orbital gap is 8.96 eV. Its structure (SMILES) is C1NN=C2NNC[C@@H]12. Its spin multiplicity is 1. As for the max |F|: 5.32 eV Å⁻¹. Its total energy is -376.07308 hartree.

---

(2)
A single C4H10N2 molecule at a distorted geometry, computed with wB97M-V/def2-TZVPD.

Each line ends with the Mulliken charge.
Cartesian coordinates (Å):
N 2.39 0.34 -0.23  -0.6382
C 1.35 -0.60 0.33  -0.4791
C 0.01 -0.15 -0.25  0.0929
C -1.39 -0.97 -0.15  -0.5331
N -2.08 0.31 -0.31  -0.5057
C -0.83 1.01 0.19  -0.4067
H 2.06 1.38 -0.13  0.2407
H 2.76 0.25 -1.20  0.2454
H 1.70 -1.57 -0.05  0.3034
H 1.44 -0.73 1.50  0.2267
H 0.18 0.13 -1.29  0.0981
H -1.44 -1.39 0.86  0.2998
H -1.55 -1.79 -0.82  0.3253
H -3.01 0.50 0.19  0.2424
H -0.68 2.23 -0.03  0.2529
H -0.91 1.05 1.38  0.2352

The value obtained for the energy above the lowest of the compared OMol25 structures with the same formula, charge and spin is 2.856 eV. Its total charge is 0. The LUMO energy comes out at 1.16 eV. The orbital gap is 10.01 eV. Its structure (SMILES) is NCC1CNC1. Its spin multiplicity is 1. As for the max |F|: 5.23 eV Å⁻¹. Its total energy is -267.82038 hartree.

---

(3)
A molecular structure, C3H4NaO4 at a distorted geometry, computed with wB97M-V/def2-TZVPD.

Each line ends with the Mulliken charge.
Cartesian coordinates (Å):
Na 3.83 0.19 -0.22  0.9542
O 2.07 0.22 1.23  -0.9064
O -0.44 1.72 -0.56  -0.8865
C -1.39 0.85 -0.13  -0.3140
C -0.96 -0.62 -0.09  -0.4375
O 0.17 -0.79 0.78  -0.3284
C 1.41 -0.43 0.38  1.0073
H -1.78 1.07 0.90  0.1372
H -2.32 0.83 -0.77  0.2040
H -0.69 -0.97 -1.10  0.2686
H -1.76 -1.25 0.31  0.2280
O 1.86 -0.82 -0.73  -0.9267

The value obtained for the energy above the lowest of the compared OMol25 structures with the same formula, charge and spin is 2.557 eV. Its total charge is -1. The LUMO energy comes out at 1.44 eV. The orbital gap is 3.31 eV. Its spin multiplicity is 1. As for the max |F|: 1.11 eV Å⁻¹. Its total energy is -580.00716 hartree.

---

(4)
A molecular structure, C44H51N13S3Zn at a distorted geometry, computed with wB97M-V/def2-TZVPD.

Each line ends with the Mulliken charge.
Cartesian coordinates (Å):
Zn -1.40 0.54 -0.85  -0.3129
C 1.31 1.31 5.69  -1.5487
C 0.63 1.38 4.39  0.5791
C 0.27 2.58 3.73  -1.1300
C -0.26 2.55 2.45  0.3803
C -0.67 1.34 1.84  -1.5753
N -1.66 1.34 0.89  1.6575
C -2.81 2.04 1.16  -0.0782
C -3.63 1.70 2.25  -0.2680
C -4.76 2.42 2.55  -0.9711
C -5.22 3.49 1.79  0.4648
C -6.46 4.28 2.07  -1.6268
C -4.48 3.81 0.68  -0.8267
C -3.33 3.04 0.27  0.2769
N -2.72 3.25 -0.90  0.3351
C -2.92 4.33 -1.71  -0.3314
C -2.46 4.04 -2.98  -1.3967
C -1.82 2.78 -2.89  -0.2442
N -1.99 2.26 -1.69  1.2278
C -0.22 0.07 2.45  1.9460
C 0.37 0.16 3.75  -1.1942
N -0.32 -1.16 1.87  0.1931
C 0.05 -2.37 2.43  -0.1968
C -0.03 -3.37 1.53  -1.4026
C -0.60 -2.73 0.36  -0.3299
N -0.71 -1.41 0.55  0.4416
H 0.87 0.48 6.22  0.4114
H 1.06 2.22 6.24  0.4316
H 2.40 1.11 5.60  0.2116
H 0.45 3.60 4.15  0.2707
H -0.52 3.50 1.97  0.3790
H -3.32 0.98 3.02  0.4362
H -5.35 2.06 3.42  0.3231
H -6.31 5.07 2.77  0.3231
H -7.23 3.59 2.51  0.3587
H -6.86 4.78 1.17  0.3492
H -4.82 4.64 0.03  0.1237
H -3.52 5.14 -1.45  0.4547
H -2.61 4.56 -3.90  0.4583
H -1.06 2.30 -3.51  0.0790
H 0.72 -0.75 4.27  0.2125
H 0.31 -2.45 3.52  0.2408
H 0.26 -4.41 1.59  0.4279
H -0.80 -3.21 -0.60  0.2964
C 3.26 1.75 -3.77  -1.2299
N 1.85 1.30 -3.69  0.6099
C 1.09 1.17 -4.95  -0.5862
C 1.34 1.12 -2.40  -1.4264
N 0.40 0.21 -2.09  1.1689
C 0.26 -1.01 -2.72  0.1277
C 1.35 -1.67 -3.38  -0.4921
C 1.16 -2.89 -4.04  -0.8164
C -0.07 -3.57 -3.91  -0.9506
C -1.13 -2.93 -3.29  -0.2992
C -1.02 -1.63 -2.75  -0.7931
N -2.05 -0.88 -2.17  1.6198
C -3.36 -0.95 -2.38  -1.0212
N -4.27 -0.74 -1.31  0.8207
C -4.23 -1.55 -0.12  -0.9138
C -5.35 0.26 -1.42  -0.9702
N -3.95 -1.28 -3.57  0.4419
C -3.39 -0.93 -4.88  -1.0842
C -5.20 -2.02 -3.54  -0.9548
N 1.83 1.88 -1.34  0.8058
C 2.13 3.32 -1.48  -1.1875
C 2.06 1.27 0.00  -0.4974
H 3.78 1.17 -4.58  0.4171
H 3.70 1.44 -2.75  0.3070
H 3.24 2.83 -3.96  0.3965
H 0.17 1.80 -4.80  0.2184
H 0.80 0.15 -5.16  0.2178
H 1.69 1.64 -5.75  0.3783
H 2.29 -1.20 -3.26  0.6630
H 2.02 -3.24 -4.70  0.3181
H -0.18 -4.56 -4.26  0.5320
H -2.10 -3.39 -3.37  0.4492
H -3.59 -2.41 -0.15  0.2903
H -5.25 -1.92 0.14  0.3519
H -3.93 -0.88 0.72  0.0630
H -5.28 0.71 -2.42  0.3394
H -5.15 1.10 -0.70  -0.0137
H -6.37 -0.11 -1.21  0.4153
H -2.50 -0.32 -4.73  0.2165
H -4.13 -0.40 -5.48  0.4127
H -3.09 -1.83 -5.38  0.4295
H -4.98 -2.98 -3.14  0.3189
H -5.57 -2.10 -4.58  0.4041
H -5.98 -1.58 -2.89  0.2100
H 1.53 3.75 -2.33  0.3708
H 3.17 3.64 -1.64  0.3144
H 1.80 3.88 -0.60  0.3222
H 2.12 0.17 -0.06  -0.1204
H 1.23 1.63 0.69  -0.0401
H 3.08 1.55 0.32  0.5251
S 6.58 -0.17 4.79  -0.4798
C 5.92 -1.15 3.62  0.1791
S 4.58 -0.51 2.76  -0.0423
C 4.42 -2.10 1.93  -0.1352
N 5.26 -2.99 2.38  -0.8474
N 6.19 -2.40 3.18  0.6383
C 7.20 -3.31 3.67  0.6710
C 8.18 -2.86 4.56  -0.4225
C 9.01 -3.82 5.15  -0.5344
C 9.10 -5.11 4.65  -0.4302
C 8.11 -5.53 3.73  -0.5359
C 7.14 -4.62 3.29  -0.2329
S 3.24 -2.32 0.76  -0.2229
H 8.19 -1.80 4.90  0.1084
H 9.59 -3.64 6.05  0.3417
H 9.95 -5.73 4.97  0.3360
H 7.96 -6.61 3.57  0.3038
H 6.33 -4.94 2.60  0.3695

The value obtained for the energy above the lowest of the compared OMol25 structures with the same formula, charge and spin is 1.890 eV. Its total charge is 0. The LUMO energy comes out at -0.28 eV. The orbital gap is 5.48 eV. Its spin multiplicity is 1. As for the max |F|: 5.61 eV Å⁻¹. Its total energy is -5392.84905 hartree.